The following is a quantum chemistry calculation of a cluster of 2 separate species, C22H48BFN5O4 in total, from the Open Molecules 2025 dataset.

Bonds (Å) are listed after each position.
Geometry (Å):
1 C 5.00 1.96 0.48  C2 1.532, H29 1.088, H30 1.090, H31 1.092
2 C 4.79 3.42 0.91  C1 1.532, C3 1.526, H32 1.094, H33 1.094
3 C 3.44 3.73 1.53  C2 1.526, C4 1.547, H34 1.094, H35 1.090
4 C 2.25 3.52 0.56  C3 1.547, N5 1.454, H36 1.100, H37 1.089
5 N 1.01 3.05 1.16  C4 1.454, B6 1.540, H38 1.016
6 B 0.74 1.54 0.94  N5 1.540, O7 1.489, O10 1.499, O28 1.476
7 O 1.89 0.69 1.35  B6 1.489, C8 1.400
8 C 1.90 0.34 2.70  O7 1.400, C9 1.525, H39 1.095, H40 1.101
9 C 3.32 0.27 3.26  C8 1.525, H41 1.093, H42 1.089, H43 1.089
10 O 0.52 1.28 -0.52  B6 1.499, C11 1.407
11 C -0.87 1.15 -0.74  O10 1.407, C12 1.550, C15 1.548, C18 1.579
12 C -1.46 2.57 -0.93  C11 1.550, C13 1.540, H44 1.087, H45 1.088
13 C -0.66 3.44 -1.91  C12 1.540, C14 1.535, H46 1.096, H47 1.088
14 C -0.46 4.85 -1.36  C13 1.535, H48 1.095, H49 1.091, H50 1.088
15 C -1.17 0.38 -2.05  C11 1.548, C16 1.510, H51 1.092, H52 1.091
16 C 0.00 -0.40 -2.60  C15 1.510, F17 1.414, H53 1.088, H54 1.089
17 F -0.22 -0.67 -3.98  C16 1.414
18 C -1.30 0.44 0.61  C11 1.579, C19 1.577, C23 1.530, O28 1.411
19 C -0.70 -1.02 0.61  C18 1.577, C20 1.530, H55 1.087, H56 1.090
20 C -1.61 -2.24 0.49  C19 1.530, C21 1.552, O22 1.432, H57 1.087
21 C -0.76 -3.53 0.65  C20 1.552, H58 1.086, H59 1.090, H60 1.092
22 O -2.36 -2.31 -0.73  C20 1.432, H61 0.962
23 C -2.76 0.32 1.03  C18 1.530, C24 1.558, H62 1.093, H63 1.091
24 C -3.61 1.55 1.47  C23 1.558, N25 1.505, N26 1.451, N27 1.444
25 N -4.73 1.03 2.34  C24 1.505, H64 1.016, H65 1.015
26 N -4.23 2.23 0.35  C24 1.451, H66 1.009, H67 1.012
27 N -2.91 2.51 2.29  C24 1.444, H68 1.014, H69 1.012
28 O -0.54 1.16 1.56  B6 1.476, C18 1.411
29 H 4.08 1.50 0.11  C1 1.088
30 H 5.34 1.36 1.32  C1 1.090
31 H 5.75 1.90 -0.31  C1 1.092
32 H 5.58 3.68 1.62  C2 1.094
33 H 4.95 4.07 0.04  C2 1.094
34 H 3.44 4.78 1.81  C3 1.094
35 H 3.26 3.15 2.44  C3 1.090
36 H 2.07 4.50 0.10  C4 1.100
37 H 2.55 2.86 -0.25  C4 1.089
38 H 1.01 3.24 2.16  N5 1.016
39 H 1.32 1.04 3.31  C8 1.095
40 H 1.47 -0.66 2.82  C8 1.101
41 H 3.26 0.06 4.33  C9 1.093
42 H 3.90 -0.51 2.77  C9 1.089
43 H 3.84 1.22 3.13  C9 1.089
44 H -1.55 3.11 0.01  C12 1.087
45 H -2.47 2.45 -1.33  C12 1.088
46 H -1.24 3.56 -2.83  C13 1.096
47 H 0.29 2.98 -2.20  C13 1.088
48 H -1.42 5.38 -1.40  C14 1.095
49 H 0.24 5.44 -1.96  C14 1.091
50 H -0.15 4.82 -0.31  C14 1.088
51 H -2.05 -0.24 -1.88  C15 1.092
52 H -1.45 1.09 -2.83  C15 1.091
53 H 0.92 0.17 -2.52  C16 1.088
54 H 0.16 -1.37 -2.13  C16 1.089
55 H 0.10 -1.12 -0.12  C19 1.087
56 H -0.23 -1.11 1.59  C19 1.090
57 H -2.36 -2.28 1.28  C20 1.087
58 H -0.47 -3.90 -0.33  C21 1.086
59 H -1.29 -4.28 1.22  C21 1.090
60 H 0.14 -3.28 1.21  C21 1.092
61 H -1.73 -2.48 -1.44  O22 0.962
62 H -3.30 -0.15 0.20  C23 1.093
63 H -2.79 -0.36 1.88  C23 1.091
64 H -5.24 0.34 1.79  N25 1.016
65 H -4.35 0.52 3.13  N25 1.015
66 H -5.08 1.76 0.09  N26 1.009
67 H -4.45 3.16 0.67  N26 1.012
68 H -2.18 2.95 1.74  N27 1.014
69 H -2.40 2.00 2.99  N27 1.012
70 C -1.26 -7.70 -2.93  C71 1.524, H75 1.090, H76 1.090, H77 1.092
71 C 0.25 -7.52 -2.88  C70 1.524, C72 1.533, H78 1.091, H79 1.092
72 C 0.69 -6.35 -2.00  C71 1.533, C73 1.461, H80 1.090, H81 1.092
73 C 0.15 -5.08 -2.49  C72 1.461, N74 1.145
74 N -0.31 -4.11 -2.89  C73 1.145
75 H -1.75 -6.82 -3.36  C70 1.090
76 H -1.53 -8.56 -3.54  C70 1.090
77 H -1.67 -7.85 -1.93  C70 1.092
78 H 0.64 -7.38 -3.90  C71 1.091
79 H 0.71 -8.43 -2.50  C71 1.092
80 H 1.78 -6.27 -1.98  C72 1.090
81 H 0.34 -6.49 -0.98  C72 1.092

Its total energy is -42631.828 eV. The charge is -1. The spin multiplicity is 1. The HOMO energy is -0.166 Eh.